(1)
# CH7NO4P

A structure of composition CH7NO4P (ωB97M-V/def2-TZVPD, the OMol25 dataset).

Values from the calculation:
maximum force: 4.36 eV/A
total charge: +1
relative energy (zero: lowest compared OMol25 entry of this formula, charge and spin): 221.00 kJ/mol
E: -739.04324 Ha

Cartesian coordinates (Å):
H  -1.112  2.011  0.781
H  -0.936  3.087  -0.538
P  0.415  0.055  -0.144
H  -0.352  -3.305  0.013
C  -0.431  2.495  0.220
H  2.354  -0.724  -1.379
O  0.786  0.157  1.443
O  0.375  1.555  -0.560
N  -0.988  -2.676  -0.421
H  -1.496  -2.794  -1.238
H  0.290  3.146  0.754
H  0.761  -0.671  1.859
O  -1.138  -1.552  0.145
O  1.471  -0.783  -0.935

---

(2)
# CH7NOP3

The ion CH7NOP3 with charge -1 (ωB97M-V/def2-TZVPD, the OMol25 dataset).

Values from the calculation:
maximum force: 3.82 eV/A
total charge: -1
relative energy (zero: lowest compared OMol25 entry of this formula, charge and spin): 19.71 kJ/mol
E: -1196.23100 Ha

Cartesian coordinates (Å):
C  0.301  -1.924  -0.358
H  -1.811  2.335  -1.311
N  1.217  -0.765  -0.931
H  0.067  2.236  1.380
P  0.408  0.729  1.636
P  -1.521  1.095  -0.892
H  0.704  -2.331  0.594
H  -0.620  -1.476  -0.389
P  0.990  0.775  -0.416
H  0.154  -2.692  -1.084
O  2.369  -0.357  -0.133
H  -1.157  1.051  -2.211
H  1.566  1.172  2.170

---

(3)
# CH7NOS2

A cluster of 2 separate species, CH7NOS2 in total (ωB97M-V/def2-TZVPD, the OMol25 dataset).

Values from the calculation:
SMILES: NCO.SS
maximum force: 5.13 eV/A
total charge: 0
relative energy (zero: lowest compared OMol25 entry of this formula, charge and spin): 115.96 kJ/mol
E: -968.60452 Ha

Cartesian coordinates (Å):
H  2.350  -1.627  1.614
S  -2.700  4.046  -0.073
H  1.247  -2.802  1.264
H  -1.828  2.140  -1.742
C  1.548  -1.904  0.845
H  2.474  -2.883  -0.434
H  1.001  -0.278  0.105
H  -0.324  -1.114  0.251
N  0.543  -0.962  0.754
S  -3.087  2.533  -1.517
O  2.210  -1.965  -0.423
H  -3.433  4.816  -0.644

---

(4)
# CH7NOSi2

The molecule CH7NOSi2 (ωB97M-V/def2-TZVPD, the OMol25 dataset).

Values from the calculation:
SMILES: [SiH3]/C=N/O[SiH3]
maximum force: 3.44 eV/A
total charge: 0
relative energy (zero: lowest compared OMol25 entry of this formula, charge and spin): 267.51 kJ/mol
E: -751.16020 Ha

Cartesian coordinates (Å):
Si  -0.940  -2.256  -0.698
H  1.509  3.382  0.355
C  -1.131  -0.364  -0.635
H  0.654  -2.484  -0.652
H  -1.554  -2.747  0.579
Si  1.358  2.012  0.841
H  2.662  1.155  0.846
O  -0.149  1.575  0.301
N  -0.115  0.125  -0.058
H  1.024  2.032  2.192
H  -1.355  -2.663  -2.171
H  -1.964  0.232  -0.901

---

(5)
# CH7NP2

A cluster of 2 separate species, CH7NP2 in total (ωB97M-V/def2-TZVPD, the OMol25 dataset).

Values from the calculation:
maximum force: 3.88 eV/A
total charge: 0
relative energy (zero: lowest compared OMol25 entry of this formula, charge and spin): 402.64 kJ/mol
E: -779.57340 Ha

Cartesian coordinates (Å):
H  -0.499  1.711  -0.624
H  0.628  2.199  0.648
H  2.536  -0.536  -0.094
C  -0.190  1.542  0.326
H  1.078  -1.998  -0.493
H  -1.501  -2.439  0.049
P  -1.668  -1.323  -0.847
P  1.151  -0.526  -0.696
N  0.246  0.160  0.493
H  -2.773  -0.613  -0.241
H  -1.054  1.673  0.950

---

(6)
# CH7NS

A cluster of 2 separate species, CH7NS in total (ωB97M-V/def2-TZVPD, the OMol25 dataset).

Values from the calculation:
SMILES: CN.S
maximum force: 1.87 eV/A
total charge: 0
relative energy (zero: lowest compared OMol25 entry of this formula, charge and spin): 74.31 kJ/mol
E: -495.19883 Ha

Cartesian coordinates (Å):
H  -1.031  0.423  -1.098
N  0.435  1.906  -0.683
H  0.414  -0.254  -0.537
H  0.097  -3.565  0.434
H  -0.376  2.453  -0.963
S  0.559  -2.883  1.505
H  0.239  -1.782  0.864
C  -0.253  0.584  -0.350
H  0.605  2.378  0.199
H  -0.690  0.741  0.629